[1]
54
Properties=species:S:1:pos:R:3 method="wB97M-V/def2-TZVPD" relative_energy_kcal_mol=39.3 lumo_energy_ha=0.0218 homo_energy_ev=-8.700 total_charge=0 smiles="C=CCN(C(=O)CNC(=O)c1ccco1)[C@@H](C(=O)NC1CCCC1)c1cccs1" energy_ev=-45678.5416
O 4.29 -1.12 -1.42
C 3.75 -1.26 -0.20
H 6.10 -0.47 -2.15
C 4.66 -0.86 0.76
O 0.02 -0.10 2.33
C -1.93 -3.93 -0.86
N -0.19 2.00 0.30
H -1.93 0.83 1.75
H 0.17 -2.91 0.62
C -2.26 -2.74 -0.40
C -1.44 -1.50 -0.64
C -4.40 -0.27 1.19
C -2.03 0.52 0.70
N 1.91 -1.93 1.16
C 5.81 -0.46 0.05
H 2.34 2.47 1.79
C -1.36 1.57 -0.20
H 1.60 4.78 -0.05
H 0.14 1.60 1.17
H 2.05 2.13 -2.03
H 6.73 -0.09 0.47
H 3.30 3.92 1.49
H -1.04 -4.08 -1.45
H 4.54 -0.85 1.82
C -3.46 0.31 0.38
C 2.60 3.22 1.04
C 1.94 2.02 -0.95
H 0.16 3.29 -1.24
H -6.53 -0.78 1.08
H -1.97 -0.86 -1.35
C -5.67 0.14 -0.67
C -0.27 -0.93 1.47
H 1.77 0.96 -0.74
C 3.17 2.54 -0.20
H -3.16 -2.59 0.18
O 1.70 -2.06 -1.08
H -4.18 -0.61 2.19
C -5.67 -0.36 0.59
C 2.37 -1.77 -0.11
H 3.87 1.75 0.04
C 5.52 -0.64 -1.27
C 0.73 2.84 -0.43
H 2.41 -1.49 1.92
C 1.34 3.89 0.51
S -4.14 0.75 -1.15
C 0.52 -2.24 1.40
H 0.43 -2.73 2.38
H -0.47 -1.76 -1.09
H 3.69 3.28 -0.81
H -2.55 -4.79 -0.70
H -6.50 0.21 -1.35
H 0.64 4.17 1.30
O -1.84 1.93 -1.26
N -1.24 -0.71 0.57

[2]
18
Properties=species:S:1:pos:R:3 method="wB97M-V/def2-TZVPD" relative_energy_kcal_mol=29.4 lumo_energy_ha=0.0195 homo_energy_ev=-10.009 total_charge=0 smiles="C[C@H](O)[C@@H](Br)S(C)(=O)=O" energy_ev=-91311.8394
H 2.34 -1.79 0.83
C 0.07 -0.10 -1.27
C -2.03 1.49 0.14
H 2.54 -0.11 0.06
O -2.20 0.92 -2.46
H 0.47 0.86 -1.26
H -2.57 2.27 -0.45
H 0.37 -0.18 0.91
S -1.88 0.28 -1.22
H -0.98 1.61 0.29
C 2.02 -1.04 0.01
C 0.52 -0.86 -0.04
O -0.12 -2.10 0.20
H 2.38 -1.71 -0.93
Br 0.26 -1.03 -2.94
H -2.72 1.06 0.81
H 0.23 -2.97 -0.15
O -2.63 -0.86 -0.83

[3]
9
Properties=species:S:1:pos:R:3 method="wB97M-V/def2-TZVPD" relative_energy_kcal_mol=73.4 lumo_energy_ha="-0.0798 / -0.0798" homo_energy_ev="-10.210 / -10.213" total_charge=0 energy_ev=-20671.9700
O 1.39 0.68 -1.38
H -1.61 0.85 -1.02
N -0.47 0.50 0.71
F 0.64 -2.14 -0.41
O 2.32 0.38 0.94
S 1.28 0.24 -0.05
H -1.70 -0.70 -0.16
H -0.42 -0.10 1.55
N -1.45 0.29 -0.18

[4]
13
Properties=species:S:1:pos:R:3 method="wB97M-V/def2-TZVPD" relative_energy_kcal_mol=5.4 lumo_energy_ha=0.0370 homo_energy_ev=-8.913 total_charge=0 smiles=NCN.N energy_ev=-5653.0181
H 3.10 0.69 1.69
H -0.01 0.10 0.30
H 1.85 0.04 2.48
H -0.65 -0.88 -2.42
N 0.12 -0.43 -0.54
H -2.74 0.38 -1.03
N 2.15 0.87 1.99
H -2.30 -0.90 -0.26
N -2.30 -0.52 -1.20
C -0.88 -0.25 -1.56
H 2.29 1.53 2.76
H 0.17 -1.41 -0.27
H -0.79 0.77 -1.94

[5]
12
Properties=species:S:1:pos:R:3 method="wB97M-V/def2-TZVPD" relative_energy_kcal_mol=119.9 lumo_energy_ha=-0.0098 homo_energy_ev=-8.907 total_charge=0 smiles="C=CC1=NOCO1" energy_ev=-9809.1174
C 1.53 -0.50 -0.13
H 1.47 -1.68 0.30
H 3.62 -0.29 0.51
O -1.67 0.88 0.13
H -2.36 -0.91 0.88
C -1.87 -0.44 0.10
C 0.26 -0.03 -0.15
H 2.84 1.35 -0.14
C 2.74 0.20 0.13
N -0.16 1.21 -0.11
H -2.18 -0.78 -0.91
O -0.61 -1.07 -0.07

[6]
14
Properties=species:S:1:pos:R:3 method="wB97M-V/def2-TZVPD" relative_energy_kcal_mol=99.9 lumo_energy_ha=0.0219 homo_energy_ev=-7.034 total_charge=0 energy_ev=-8727.3485
N -0.48 0.85 -0.94
N -1.54 0.75 0.03
H 2.26 -0.18 0.99
C 1.76 0.34 0.17
C -1.55 -0.63 0.59
H 0.00 -2.13 0.59
H -2.40 -0.98 1.15
H 1.92 1.42 0.11
N 1.65 -0.41 -1.09
C -0.36 -1.15 0.31
H -2.42 1.01 -0.41
H -1.41 1.40 0.83
H 1.75 0.21 -1.89
C 0.43 -0.09 -0.40

[7]
70
Properties=species:S:1:pos:R:3 method="wB97M-V/def2-TZVPD" s2=3.777 lumo_energy_ha="-0.2132 / -0.2665" homo_energy_ev="-14.209 / -14.286" spin_multiplicity=4 total_charge=+2 energy_ev=-142101.1566
C -1.50 4.02 -4.28
Sb 2.74 1.67 1.15
H -0.87 0.16 -2.26
H 3.22 -4.33 1.60
S -0.59 -2.19 2.46
C 0.68 2.11 1.30
N 2.15 -1.24 1.78
C -2.81 -0.79 -0.32
C 0.07 3.53 -2.58
H -2.74 3.24 2.42
C 2.37 -0.18 -3.21
H -0.08 0.76 -3.71
H -3.21 0.38 2.13
H 1.17 4.17 1.00
F -0.32 -4.60 0.67
H 4.72 0.79 -1.02
C -2.11 3.15 -2.15
C -0.88 3.89 1.61
H 1.52 -4.29 2.05
C 2.65 -0.10 2.35
C 3.64 0.01 -2.72
C -1.77 2.95 2.05
C 2.58 -2.44 2.26
Re 0.28 -0.96 0.67
C 3.72 -1.35 4.08
H -1.74 4.38 -5.27
C 0.40 3.46 1.28
C 2.31 -3.72 1.56
F 1.27 -2.85 -1.33
N 1.42 0.07 -1.03
C 1.26 -0.10 -2.36
C 0.05 -2.63 -0.75
H 0.62 4.35 -4.49
F -0.75 -2.13 -1.74
C -2.08 -1.96 1.57
H -3.53 3.60 -3.69
C -0.18 4.00 -3.86
C -0.59 -4.06 -0.51
H -5.35 -2.49 1.10
F -1.92 -3.95 -0.61
C -4.35 -2.10 0.94
F -0.15 -4.88 -1.45
C -2.42 0.71 2.80
H 3.78 0.79 3.91
C -2.49 3.59 -3.41
C 3.41 -0.13 3.49
H -2.86 2.83 -1.43
C 3.34 -2.50 3.43
H -0.34 -0.97 -3.53
C -4.09 -1.25 -0.13
N -0.23 1.16 1.65
H -1.15 4.94 1.57
N -0.84 3.11 -1.73
H -2.54 -0.15 -1.15
H -4.87 -0.95 -0.81
C -1.43 1.60 2.11
H -3.50 -3.15 2.64
H 3.65 -3.47 3.78
H 2.20 -0.38 -4.26
H -1.94 -0.15 3.26
H 4.29 -1.40 5.00
C 2.65 0.49 -0.60
C 3.76 0.44 -1.40
H 2.07 -3.58 0.52
H 4.50 -0.09 -3.36
N -1.83 -1.13 0.54
C -0.10 -0.06 -2.99
Br 1.90 3.54 -2.02
H -2.89 1.29 3.59
C -3.34 -2.48 1.81

[8]
19
Properties=species:S:1:pos:R:3 method="wB97M-V/def2-TZVPD" relative_energy_kcal_mol=176.8 lumo_energy_ha=0.0306 homo_energy_ev=-8.956 total_charge=0 smiles=O[C@]12CN[C@@H]1[C@H]1CN1C2 energy_ev=-11404.4212
H 0.51 1.26 -1.74
C -2.30 -0.50 0.12
N 1.60 -1.23 -0.61
C 0.18 -0.88 -0.22
H 3.06 0.31 0.48
N -1.71 0.76 -0.47
C 2.02 -0.15 0.51
H 1.95 -2.20 -0.25
H 2.09 -0.43 1.50
C -0.51 1.39 0.60
H -3.19 -0.76 -0.38
H -0.59 1.21 1.63
H -0.47 2.49 0.24
O 1.27 1.53 -1.11
H 0.07 -1.21 0.89
C -1.27 -0.61 -0.83
C 0.81 0.74 -0.05
H -1.98 -0.50 1.37
H -1.52 -1.22 -1.69

[9]
16
Properties=species:S:1:pos:R:3 method="wB97M-V/def2-TZVPD" relative_energy_kcal_mol=85.5 lumo_energy_ha="0.0134 / 0.0059" homo_energy_ev="-8.215 / -7.540" total_charge=0 energy_ev=-14463.3256
H 1.35 2.19 0.20
C -1.27 -0.75 1.40
H 1.14 -1.89 -1.15
H 1.73 -0.34 -0.72
I -2.19 1.90 -0.60
C -0.85 -1.36 0.37
C -0.43 0.97 0.00
H 0.26 2.29 1.57
C 0.97 -0.86 -1.31
H -1.02 -0.34 -1.55
H -0.79 -2.46 0.17
H 1.14 -0.71 -2.38
H -1.56 -0.94 2.42
H 1.28 1.06 1.51
C 0.60 1.70 0.78
C -0.37 -0.45 -0.70

[10]
10
Properties=species:S:1:pos:R:3 method="wB97M-V/def2-TZVPD" relative_energy_kcal_mol=2.7 lumo_energy_ha=0.1411 homo_energy_ev=-5.341 total_charge=-1 energy_ev=-31432.7614
O 4.66 0.84 1.20
S 4.60 0.15 -0.07
H -0.63 0.45 1.66
O 3.94 0.88 -1.11
O 1.41 -0.55 0.78
C 2.12 -1.35 -0.10
O 1.56 -1.96 -0.98
P -0.29 -0.51 0.51
H -0.23 0.40 -0.61
O 3.37 -1.37 0.14

[11]
16
Properties=species:S:1:pos:R:3 method="wB97M-V/def2-TZVPD" relative_energy_kcal_mol=41.3 lumo_energy_ha=0.0191 homo_energy_ev=-9.043 total_charge=0 smiles="C=CN=C.CSS" energy_ev=-27452.9532
S 0.49 -1.02 -2.06
H -2.73 2.94 0.39
C -0.69 0.23 2.43
H 0.55 1.28 -2.40
H 1.93 0.78 -1.47
S 0.91 -2.10 -0.33
H -1.68 -0.17 2.22
C -1.28 2.33 1.76
N -0.35 1.43 2.25
C -1.99 2.20 0.63
H -1.34 3.23 2.36
H 0.04 -0.46 2.85
C 0.85 0.65 -1.56
H 2.25 -2.06 -0.43
H 0.27 0.94 -0.70
H -1.83 1.32 0.02

[12]
15
Properties=species:S:1:pos:R:3 method="wB97M-V/def2-TZVPD" relative_energy_kcal_mol=30.5 lumo_energy_ha=0.0311 homo_energy_ev=-9.425 total_charge=0 energy_ev=-9305.0726
C -0.16 -0.04 0.10
O 0.38 -0.72 -2.08
H 1.88 -0.12 0.03
H -1.21 -0.47 1.64
C 1.27 -0.70 1.96
N 1.09 -0.08 0.66
H 0.65 -0.20 2.71
H -0.79 1.44 -2.91
H -2.16 0.53 -2.29
C -1.24 1.04 -2.00
C -0.26 0.06 -1.41
N -1.29 -0.20 0.66
H 2.31 -0.60 2.28
H -1.50 1.85 -1.31
H 1.01 -1.77 1.95